(1)
The following is a quantum chemistry calculation of a structure of composition C31H38AsClN6O3RuS2SeSi in a non-equilibrium geometry, from the OMol25 dataset.

Computed properties:
Kohn-Sham gap (spin up / spin down)   0.204 / 0.204 Ha
LUMO level (spin up / spin down)   -4.311 / -4.302 eV

The geometry in ORCA input format:
```
! RIJCOSX wB97M-V def2-TZVPD def2/J DEFGRID3
* xyz 1 2
Ru -0.184 -0.277 -0.126
C 0.031 -2.019 4.919
N 1.150 -1.938 4.002
C 2.439 -2.371 4.239
C 3.196 -1.966 3.206
N 2.369 -1.273 2.330
C 1.105 -1.261 2.831
S -0.296 -0.537 2.244
C 2.872 -0.527 1.233
C 4.041 0.192 1.428
C 4.553 0.918 0.371
C 3.898 0.869 -0.849
C 2.748 0.114 -0.954
N 2.222 -0.568 0.075
H 0.270 -2.724 5.711
H -0.864 -2.342 4.392
H -0.165 -1.037 5.348
H 2.704 -2.944 5.110
H 4.242 -2.117 3.009
H 4.510 0.214 2.401
H 5.435 1.529 0.506
H 4.260 1.423 -1.703
H 2.208 0.042 -1.888
C -3.385 -0.204 -2.662
As -2.965 1.361 -1.601
C -1.853 2.569 -2.627
C -4.699 2.229 -1.519
S -2.303 1.216 0.408
H -3.737 0.150 -3.630
H -4.178 -0.754 -2.159
H -2.510 -0.832 -2.787
H -2.054 2.440 -3.690
H -0.814 2.340 -2.406
H -2.089 3.585 -2.313
H -5.061 2.427 -2.527
H -4.624 3.160 -0.962
H -5.394 1.563 -1.010
Se -3.751 -2.827 0.529
N -3.029 -4.400 0.173
C -1.779 -4.189 -0.193
C -0.819 -5.140 -0.596
C 0.418 -4.672 -0.961
C 0.737 -3.303 -0.898
N -0.125 -2.394 -0.501
C -1.371 -2.806 -0.195
N -2.272 -1.902 0.114
H -1.065 -6.193 -0.626
H 1.177 -5.361 -1.301
H 1.715 -2.934 -1.173
C 2.652 0.108 -4.962
Si 0.836 -0.407 -5.008
C 0.697 -2.204 -5.559
C -0.187 0.751 -6.086
C 0.194 -0.266 -3.279
C -0.144 -0.188 -2.107
H 3.035 0.279 -5.970
H 3.272 -0.666 -4.503
H 2.792 1.032 -4.396
H 1.182 -2.356 -6.526
H -0.346 -2.509 -5.657
H 1.176 -2.868 -4.837
H 0.216 0.810 -7.099
H -0.199 1.760 -5.670
H -1.218 0.398 -6.157
C 3.304 5.611 3.592
C 3.800 5.085 2.278
C 5.143 5.109 1.945
C 5.581 4.640 0.712
Cl 7.269 4.672 0.328
C 4.676 4.147 -0.206
C 3.328 4.098 0.119
C 2.886 4.554 1.354
O 1.590 4.538 1.751
C 0.673 3.870 0.928
C 0.950 2.355 0.851
O 1.586 1.814 1.742
O 0.465 1.821 -0.219
H 4.131 5.951 4.212
H 2.748 4.839 4.127
H 2.620 6.445 3.433
H 5.862 5.494 2.656
H 5.017 3.809 -1.176
H 2.630 3.698 -0.606
H 0.638 4.283 -0.083
H -0.305 3.986 1.395
*
```

---

(2)
The following is a quantum chemistry calculation of a structure of composition C31H38ClN13O2SiV in a non-equilibrium geometry, from the OMol25 dataset.

Computed properties:
Kohn-Sham gap (spin up / spin down)   0.168 / 0.237 Ha
LUMO level (spin up / spin down)   4.357 / 4.354 eV

The geometry in ORCA input format:
```
! RIJCOSX wB97M-V def2-TZVPD def2/J DEFGRID3
* xyz -2 4
V 0.151 1.202 0.852
C 0.704 3.949 -6.190
C 0.382 3.264 -4.881
C -0.798 2.574 -4.674
C -1.133 1.977 -3.456
C -2.443 1.342 -3.377
N -3.023 0.868 -2.354
C -4.316 0.240 -2.556
C -4.281 -1.274 -2.340
C -3.739 -1.721 -0.971
N -2.309 -1.709 -0.859
C -1.524 -2.677 -1.420
C -0.125 -2.753 -1.336
C 0.552 -3.850 -1.926
C 1.921 -4.059 -1.794
C 2.589 -5.272 -2.403
C 2.643 -3.141 -1.051
C 2.035 -2.003 -0.467
C 2.891 -1.126 0.317
N 2.600 -0.038 0.907
C 3.732 0.617 1.560
C 4.213 1.788 0.713
C 3.151 2.860 0.476
N 2.075 2.377 -0.391
C 1.997 2.943 -1.516
C 0.994 2.739 -2.567
C 1.247 3.336 -3.784
C -0.228 2.018 -2.346
O -0.513 1.448 -1.258
C 0.664 -1.742 -0.634
O 0.077 -0.694 -0.183
H 0.019 3.625 -6.977
H 1.721 3.726 -6.524
H 0.621 5.039 -6.113
H -1.513 2.494 -5.491
H -2.969 1.277 -4.341
H -2.587 1.088 -0.856
H -4.703 0.449 -3.563
H -5.016 0.677 -1.837
H -3.662 -1.736 -3.116
H -5.303 -1.653 -2.461
H -4.099 -2.738 -0.771
H -4.153 -1.079 -0.189
H -1.802 -0.972 -0.397
H -2.054 -3.463 -1.954
H -0.047 -4.570 -2.484
H 1.984 -5.688 -3.214
H 2.739 -6.069 -1.665
H 3.571 -5.020 -2.813
H 3.713 -3.287 -0.905
H 3.924 -1.488 0.400
H 4.562 -0.084 1.710
H 3.414 0.991 2.523
H 4.550 1.410 -0.260
H 5.072 2.251 1.207
H 3.624 3.742 0.035
H 2.712 3.163 1.423
H 2.742 3.705 -1.768
H 2.178 3.893 -3.888
N -1.891 2.363 3.265
C -0.522 2.429 3.519
N -0.066 2.873 4.664
N 1.277 2.727 4.566
N 1.586 2.215 3.419
N 0.449 2.015 2.710
C -2.454 2.015 2.076
N -3.768 2.144 1.810
N -3.923 1.709 0.573
N -2.768 1.330 0.155
N -1.807 1.499 1.058
H -2.464 2.931 3.863
Cl -0.262 3.963 0.627
C -1.510 -1.550 5.778
Si -0.229 -2.099 4.535
C -0.483 -3.926 4.235
C 1.462 -1.851 5.276
C -0.361 -1.137 3.042
C -0.194 -0.263 2.196
H -1.434 -2.112 6.719
H -2.520 -1.686 5.371
H -1.376 -0.482 5.994
H -0.438 -4.489 5.177
H 0.286 -4.318 3.556
H -1.461 -4.105 3.769
H 1.577 -2.368 6.237
H 1.634 -0.777 5.425
H 2.232 -2.216 4.584
*
```

---

(3)
The following is a quantum chemistry calculation of a structure of composition C31H38ClN13O2SiV in a non-equilibrium geometry, from the OMol25 dataset.

Computed properties:
Kohn-Sham gap (spin up / spin down)   0.145 / 0.209 Ha
LUMO level (spin up / spin down)   4.140 / 4.244 eV

The geometry in ORCA input format:
```
! RIJCOSX wB97M-V def2-TZVPD def2/J DEFGRID3
* xyz -2 4
V -0.057 -1.974 -0.430
C -3.995 5.125 -0.457
C -3.090 3.950 -0.729
C -1.762 3.996 -0.371
C -0.870 2.948 -0.686
C 0.457 2.899 -0.332
N 1.119 3.738 0.554
C 2.182 3.146 1.340
C 1.695 2.170 2.425
C 1.333 0.777 1.879
N 2.478 -0.089 1.764
C 3.411 -0.012 0.777
C 3.195 0.184 -0.589
C 4.244 0.762 -1.345
C 4.099 1.102 -2.669
C 5.177 1.853 -3.401
C 2.915 0.765 -3.324
C 1.910 0.039 -2.686
C 0.778 -0.393 -3.473
N 0.026 -1.391 -3.253
C -0.948 -1.675 -4.280
C -2.138 -2.490 -3.773
C -3.268 -1.623 -3.194
N -2.720 -0.558 -2.417
C -3.326 0.555 -2.325
C -2.784 1.717 -1.680
C -3.588 2.806 -1.361
C -1.363 1.766 -1.416
O -0.570 0.886 -1.773
C 1.993 -0.219 -1.288
O 1.058 -0.848 -0.707
H -3.464 5.896 0.100
H -4.869 4.824 0.122
H -4.346 5.566 -1.395
H -1.376 4.878 0.128
H 1.063 2.124 -0.777
H 0.462 4.257 1.128
H 2.731 3.971 1.811
H 2.858 2.625 0.657
H 0.804 2.592 2.897
H 2.468 2.075 3.195
H 0.824 0.887 0.923
H 0.622 0.297 2.551
H 2.798 -0.478 2.639
H 4.446 -0.086 1.105
H 5.163 1.011 -0.825
H 6.073 1.935 -2.789
H 4.832 2.861 -3.640
H 5.439 1.359 -4.338
H 2.792 1.031 -4.367
H 0.640 0.200 -4.399
H -0.438 -2.264 -5.062
H -1.302 -0.738 -4.745
H -1.749 -3.161 -3.010
H -2.545 -3.103 -4.586
H -3.906 -2.262 -2.565
H -3.918 -1.245 -4.016
H -4.336 0.694 -2.780
H -4.648 2.762 -1.586
N -3.391 -2.379 0.286
C -2.697 -3.398 -0.289
N -3.258 -4.554 -0.626
N -2.249 -5.260 -1.154
N -1.166 -4.586 -1.133
N -1.380 -3.377 -0.591
C -2.791 -1.205 0.637
N -3.384 -0.229 1.315
N -2.413 0.665 1.504
N -1.317 0.257 0.985
N -1.499 -0.930 0.414
H -4.363 -2.516 0.498
Cl 1.677 -3.449 -1.128
C 1.763 -4.077 5.093
Si 0.852 -2.510 4.449
C 1.929 -1.048 5.105
C -0.825 -2.389 5.375
C 0.629 -2.499 2.631
C 0.393 -2.392 1.439
H 2.023 -3.998 6.148
H 2.681 -4.236 4.535
H 1.150 -4.965 4.965
H 1.925 -1.003 6.192
H 1.564 -0.092 4.743
H 2.966 -1.152 4.793
H -0.707 -2.334 6.456
H -1.445 -3.252 5.149
H -1.377 -1.510 5.053
*
```

---

Here are the calculated electronic energy numbers, same order: -8036.2929 -3760.1647 -3760.0448 (Ha).
Here are the calculated relative energy (zero: lowest compared OMol25 entry of this formula, charge and spin) numbers, same order: 43.7 30.9 106.1 (kcal/mol).